# C2H3BrO2

A cluster of 2 separate species, C2H3BrO2 in total (ωB97M-V/def2-TZVPD, the OMol25 dataset).

Geometry as XYZ:
```
8
Properties=species:S:1:pos:R:3:forces:R:3
C 0.958170 -2.902030 0.260628 -1.01 -0.99 0.78
C -0.555504 1.860344 -0.051369 1.40 1.35 2.35
O 1.973428 -2.486019 -0.040631 1.98 1.15 -0.87
O -0.020461 -3.388118 0.624838 -0.98 -0.14 0.07
Br -1.208134 0.829648 -1.471336 -0.73 -0.64 -0.95
H -1.095542 1.564898 0.965818 0.97 1.03 -2.38
H 0.529181 1.506512 0.057042 -1.52 0.92 0.01
H -0.581139 3.014765 -0.344989 -0.09 -2.68 0.98
```
Forces are in eV/Å.

Results
HOMO = -10.2 eV
Frontier orbital gap = 10.666 eV
Energy above the lowest of the compared OMol25 structures with the same formula, charge and spin = 0.0 kJ/mol
Structure (SMILES) = O=C=O.CBr
Maximum force = 0.05923 hartree/bohr